No. 1
C9H14EuN2P | ωB97M-V/def2-TZVPD

Output
Relative energy (zero: lowest compared OMol25 entry of this formula, charge and spin) in kcal/mol: 38.1
HOMO energy (alpha / beta) in eV: -1.02 / -0.74
Kohn-Sham gap (alpha / beta) in eV: 3.554 / 3.359
Net charge: -1
Multiplicity: 8

Positions of all 27 atoms, in Å:
C1 0.69 0.25 -3.30
C2 -0.52 -0.49 -3.42
C3 -0.28 -1.81 -2.93
C4 1.10 -1.92 -2.59
C5 1.71 -0.64 -2.80
Eu1 1.31 1.33 0.63
P1 -0.41 3.53 -0.57
H1 0.84 1.30 -3.54
H2 -1.48 -0.08 -3.72
H3 -1.02 -2.60 -2.81
H4 2.75 -0.38 -2.62
H5 1.61 -2.79 -2.19
H6 -1.51 4.03 0.22
H7 -0.90 4.18 -1.74
H8 0.46 4.65 -0.25
C6 -0.33 1.14 3.01
C7 -0.24 -0.28 2.53
N1 0.09 -0.75 1.33
C8 -0.10 -2.14 1.37
C9 -0.47 -2.49 2.63
N2 -0.56 -1.30 3.35
H9 -1.35 1.30 3.39
H10 0.37 1.30 3.85
H11 -0.27 2.02 2.30
H12 0.02 -2.71 0.46
H13 -0.67 -3.46 3.08
H14 -0.83 -1.17 4.32

natural (NBO) atomic charge list, values in e, 6 entries:
1. C -0.394
2. C -0.368
3. C -0.361
4. C -0.375
5. C -0.399
6. Eu 0.167

No. 2
C9H14N2 | ωB97M-V/def2-TZVPD

Output
Relative energy (zero: lowest compared OMol25 entry of this formula, charge and spin) in kcal/mol: 27.1
HOMO energy (alpha / beta) in eV: -16.05 / -18.95
Kohn-Sham gap (alpha / beta) in eV: 8.359 / 6.731
Net charge: +2
Multiplicity: 3

Positions of all 25 atoms, in Å:
C1 0.30 1.47 2.08
C2 1.18 1.29 1.04
C3 -0.61 0.44 2.50
C4 -1.47 -0.33 1.85
C5 1.19 0.25 0.10
C6 -1.26 -1.27 -0.48
C7 -1.74 -0.20 0.42
C8 2.01 -1.18 -1.73
C9 -1.01 1.00 -1.66
N1 1.93 -0.62 -0.44
N2 -0.71 0.03 -0.54
H1 0.39 2.38 2.77
H2 2.09 1.81 0.82
H3 -0.59 0.43 3.64
H4 -2.00 -0.99 2.45
H5 -0.79 -2.06 0.08
H6 -1.82 -1.61 -1.33
H7 -2.72 0.27 0.38
H8 3.03 -0.84 -2.12
H9 1.23 -0.73 -2.24
H10 1.88 -2.27 -1.89
H11 -0.18 0.90 -2.37
H12 -1.94 0.73 -2.28
H13 -1.07 1.97 -1.16
H14 2.66 -0.87 0.15

natural (NBO) atomic charge list, values in e, 6 entries:
1. C -0.211
2. C -0.117
3. C -0.098
4. C -0.024
5. C 0.464
6. C -0.186

- Which of these has the highest relative energy (zero: lowest compared OMol25 entry of this formula, charge and spin)?
  C9H14EuN2P

What did the second record say?
C9H14N2 | ωB97M-V/def2-TZVPD

Output
Relative energy (zero: lowest compared OMol25 entry of this formula, charge and spin) in kcal/mol: 27.1
HOMO energy (alpha / beta) in eV: -16.05 / -18.95
Kohn-Sham gap (alpha / beta) in eV: 8.359 / 6.731
Net charge: +2
Multiplicity: 3

Positions of all 25 atoms, in Å:
C1 0.30 1.47 2.08
C2 1.18 1.29 1.04
C3 -0.61 0.44 2.50
C4 -1.47 -0.33 1.85
C5 1.19 0.25 0.10
C6 -1.26 -1.27 -0.48
C7 -1.74 -0.20 0.42
C8 2.01 -1.18 -1.73
C9 -1.01 1.00 -1.66
N1 1.93 -0.62 -0.44
N2 -0.71 0.03 -0.54
H1 0.39 2.38 2.77
H2 2.09 1.81 0.82
H3 -0.59 0.43 3.64
H4 -2.00 -0.99 2.45
H5 -0.79 -2.06 0.08
H6 -1.82 -1.61 -1.33
H7 -2.72 0.27 0.38
H8 3.03 -0.84 -2.12
H9 1.23 -0.73 -2.24
H10 1.88 -2.27 -1.89
H11 -0.18 0.90 -2.37
H12 -1.94 0.73 -2.28
H13 -1.07 1.97 -1.16
H14 2.66 -0.87 0.15

natural (NBO) atomic charge list, values in e, 6 entries:
1. C -0.211
2. C -0.117
3. C -0.098
4. C -0.024
5. C 0.464
6. C -0.186

- The lowest relative energy (zero: lowest compared OMol25 entry of this formula, charge and spin) belongs to which entry?
  C9H14N2